# H30O15

A 15-piece molecular cluster, H30O15 overall at a distorted geometry (wB97M-V/def2-TZVPD, the Open Molecules 2025 dataset).

Last columns: bonded neighbours and bond lengths (Å).
Atoms and positions in Å:
1 H 0.647 0.866 -0.777  O31 0.906
2 H 0.777 -0.221 0.165  O31 0.996
3 H -1.792 1.292 -2.896  O32 0.929
4 H -1.577 1.478 -1.324  O32 1.017
5 H 1.774 3.533 0.081  O33 0.989
6 H 0.458 4.272 0.065  O33 0.972
7 H -2.712 -2.382 -0.810  O34 0.905
8 H -3.086 -1.806 -2.142  O34 0.954
9 H 0.960 0.446 3.306  O35 1.030
10 H 0.746 1.891 2.697  O35 0.940
11 H 2.263 1.802 -2.699  O36 0.910
12 H 3.427 1.353 -3.304  O36 0.992
13 H -1.434 -2.463 2.744  O37 0.948
14 H -0.144 -3.299 2.695  O37 0.971
15 H 3.686 0.725 0.998  O38 0.938
16 H 4.698 -0.416 1.526  O38 1.030
17 H 0.819 -2.381 -1.957  O39 1.021
18 H -0.232 -1.282 -1.864  O39 0.916
19 H -1.578 0.098 3.802  O40 1.002
20 H -0.970 -1.011 4.508  O40 0.916
21 H -3.818 2.595 -1.189  O41 0.922
22 H -3.146 1.405 -0.993  O41 0.970
23 H 2.159 -3.868 1.195  O42 0.992
24 H 3.104 -2.752 1.492  O42 0.954
25 H -0.305 -4.517 -2.423  O43 0.957
26 H -0.813 -4.252 -1.037  O43 0.969
27 H 2.672 4.179 -2.132  O44 0.965
28 H 2.694 4.762 -3.540  O44 1.015
29 H -3.192 -0.005 2.241  O45 1.015
30 H -4.584 0.518 1.975  O45 0.934
31 O 1.145 0.113 -0.698  H1 0.906, H2 0.996
32 O -1.167 1.532 -2.253  H3 0.929, H4 1.017
33 O 1.317 4.273 -0.389  H5 0.989, H6 0.972
34 O -3.161 -2.568 -1.573  H7 0.905, H8 0.954
35 O 0.670 0.982 2.475  H9 1.030, H10 0.940
36 O 2.478 1.521 -3.537  H11 0.910, H12 0.992
37 O -1.095 -3.315 2.503  H13 0.948, H14 0.971
38 O 3.910 0.209 1.749  H15 0.938, H16 1.030
39 O -0.004 -2.062 -1.442  H17 1.021, H18 0.916
40 O -1.669 -0.435 4.646  H19 1.002, H20 0.916
41 O -3.287 2.242 -0.522  H21 0.922, H22 0.970
42 O 2.349 -3.182 1.886  H23 0.992, H24 0.954
43 O -1.108 -4.283 -1.959  H25 0.957, H26 0.969
44 O 2.054 4.407 -2.836  H27 0.965, H28 1.015
45 O -3.933 0.004 1.548  H29 1.015, H30 0.934

Values from the calculation:
Frontier orbital gap   9.318 eV
LUMO energy   -0.421 eV
Electronic energy   -1146.43341 hartree
HOMO   -0.358 Eh
Strongest force on any atom   0.083 hartree/bohr
Energy relative to the best compared isomer or geometry (same formula, charge and spin)   5.6234 eV

The computed Mulliken charges, all in e, follow: number 1, H, carries 0.1908; number 2, H, carries 0.2717; number 3, H, carries 0.2784; number 4, H, carries 0.3556; number 5, H, carries 0.2865; number 6, H, carries 0.2815; number 7, H, carries 0.2435; number 8, H, carries 0.2642; number 9, H, carries 0.3201; number 10, H, carries 0.2794; number 11, H, carries 0.2065; number 12, H, carries 0.3176; number 13, H, carries 0.2721; number 14, H, carries 0.3153; number 15, H, carries 0.3141; number 16, H, carries 0.3033; number 17, H, carries 0.2859; number 18, H, carries 0.2547; number 19, H, carries 0.3050; number 20, H, carries 0.2769; number 21, H, carries 0.3172; number 22, H, carries 0.2351; number 23, H, carries 0.3219; number 24, H, carries 0.2720; number 25, H, carries 0.2597; number 26, H, carries 0.2992; number 27, H, carries 0.2874; number 28, H, carries 0.2939; number 29, H, carries 0.2814; number 30, H, carries 0.2892; number 31, O, carries -0.4954; number 32, O, carries -0.6027; number 33, O, carries -0.5750; number 34, O, carries -0.5367; number 35, O, carries -0.5897; number 36, O, carries -0.5384; number 37, O, carries -0.5883; number 38, O, carries -0.6025; number 39, O, carries -0.5031; number 40, O, carries -0.5903; number 41, O, carries -0.5817; number 42, O, carries -0.5875; number 43, O, carries -0.5400; number 44, O, carries -0.5832; number 45, O, carries -0.5658